Below is a molecular structure, C9H27BF4KSbSe2Si3Te2, with properties calculated with ωB97M-V with the def2-TZVPD basis set.

Last column: natural (NBO) charge in e.
Element x y z (Å)
Te (-7.004658, 1.691520, -0.172692)  -0.08
Te (-5.773137, 3.256551, 1.683015)  -0.04
Sb (-0.319012, -0.038975, 0.266617)  -0.19
Se (-7.307098, 3.120603, -2.200370)  -0.84
Se (-3.534476, 2.141836, 2.001755)  -0.95
K (-4.019212, -0.254872, 0.141900)  0.90
Si (1.292580, -1.090312, 1.937280)  1.31
Si (0.693596, 2.323669, 0.309603)  1.34
Si (0.710992, -0.941548, -1.889059)  1.33
F (-3.881975, -3.156735, -2.406428)  -0.56
F (-3.148997, -4.203552, -0.486412)  -0.57
F (-2.650246, -1.982968, -0.857650)  -0.60
F (-4.785313, -2.570092, -0.358023)  -0.59
C (2.558433, 2.462180, 0.130322)  -1.12
C (0.301628, -2.751088, -2.043531)  -1.13
C (2.570522, -0.782101, -2.092904)  -1.12
C (0.969695, -0.293101, 3.598882)  -1.12
C (0.854695, -2.907152, 2.031988)  -1.12
C (0.230334, 3.099364, 1.934957)  -1.15
C (-0.079582, 3.307844, -1.074253)  -1.13
C (-0.085042, -0.013592, -3.304059)  -1.12
C (3.138187, -0.989685, 1.631199)  -1.12
B (-3.624835, -3.014435, -1.043968)  1.34
H (1.388901, -3.386152, 2.859687)  0.22
H (3.428945, -1.477233, 0.700579)  0.23
H (0.492346, 4.163546, 1.915746)  0.22
H (1.441805, -0.881103, 4.393380)  0.22
H (0.144387, -0.519120, -4.248313)  0.22
H (0.262335, 2.974217, -2.056318)  0.22
H (3.102288, -1.483901, -1.448101)  0.23
H (2.945695, 0.220497, -1.887747)  0.23
H (-0.100531, -0.218558, 3.805809)  0.26
H (1.124895, -3.422035, 1.106093)  0.23
H (3.069059, 2.127826, 1.036036)  0.22
H (0.723460, -3.332733, -1.219632)  0.23
H (3.640688, -1.504512, 2.458753)  0.22
H (0.191354, 4.362506, -0.955886)  0.22
H (2.953823, 1.894546, -0.712799)  0.23
H (-1.170863, 0.022579, -3.193045)  0.26
H (-0.846755, 3.018120, 2.118048)  0.29
H (-0.218499, -3.048609, 2.177298)  0.25
H (-0.776249, -2.916452, -2.041447)  0.28
H (0.281464, 1.013125, -3.367238)  0.23
H (0.761651, 2.632624, 2.768756)  0.22
H (0.722920, -3.128494, -2.982248)  0.22
H (2.805946, 3.519009, -0.022444)  0.22
H (3.500288, 0.038280, 1.596871)  0.23
H (2.812674, -1.033154, -3.132329)  0.22
H (1.380321, 0.719063, 3.634976)  0.23
H (-1.169430, 3.232755, -1.042655)  0.27

Force components x, y, z for each atom (eV/Å):
Te -0.23 0.13 -0.13
Te 0.08 -0.08 0.09
Sb 0.30 0.23 0.08
Se 0.05 -0.09 0.01
Se 0.21 0.25 0.20
K -0.41 0.72 0.15
Si -0.27 0.07 -0.16
Si -0.23 -0.22 -0.01
Si -0.18 0.13 0.18
F 0.02 -0.03 0.13
F -0.06 0.11 -0.05
F 0.37 -0.42 -0.32
F -0.08 -0.44 -0.11
C 0.19 0.04 -0.01
C 0.01 -0.20 -0.01
C 0.16 -0.03 -0.08
C -0.01 0.05 0.16
C -0.01 -0.17 0.02
C -0.02 0.10 0.20
C -0.09 0.07 -0.11
C -0.06 0.04 -0.12
C 0.19 -0.01 0.01
B -0.03 -0.23 -0.07
H -0.03 -0.03 -0.03
H 0.00 -0.02 0.02
H 0.00 -0.02 0.03
H -0.03 0.04 0.01
H -0.02 0.05 0.00
H -0.01 0.01 -0.01
H 0.01 0.02 -0.01
H -0.02 -0.04 -0.03
H 0.04 -0.02 0.01
H 0.00 0.00 0.05
H 0.00 0.01 -0.03
H 0.01 0.01 -0.05
H 0.04 0.03 -0.05
H -0.02 -0.02 -0.04
H 0.00 0.06 0.03
H 0.03 -0.03 -0.01
H 0.05 0.02 -0.03
H 0.03 0.00 0.02
H 0.02 0.02 -0.02
H -0.01 0.00 -0.01
H -0.04 0.05 -0.02
H -0.04 -0.06 0.03
H 0.03 -0.04 0.01
H -0.01 -0.01 0.01
H 0.05 0.01 0.04
H 0.00 -0.06 0.02
H 0.03 0.01 0.02

Its charge is -2. For the strongest force on any atom, the calculation gives 0.84 eV Å⁻¹. The orbital gap comes out at 4.6 eV. For the highest occupied orbital energy, the calculation gives -0.61 eV.